(1)
DFT (ωB97M-V/def2-TZVPD) results for one molecule with the formula C5H8O2 at a distorted geometry.

Geometry as ORCA input:
```
! wB97M-V def2-TZVPD RIJCOSX def2/J DEFGRID3
* xyz 0 1
C -0.973 0.614 0.914
C 0.386 -1.657 0.766
C -0.177 -1.208 -0.583
C -0.076 0.292 -0.338
O -0.333 1.181 -1.393
C 1.382 0.341 0.090
O 1.368 -0.801 1.000
H -1.930 0.073 0.903
H -1.151 1.684 0.870
H -0.542 0.398 1.905
H 0.546 -1.624 -1.312
H -1.174 -1.564 -0.860
H -1.098 0.859 -1.888
H 2.109 0.174 -0.719
H 1.662 1.236 0.646
*
```

As for the LUMO energy: 0.69 eV. Its frontier orbital gap is 9.2 eV. The energy relative to the best compared isomer or geometry (same formula, charge and spin) is 78.30 kcal/mol.

(2)
DFT (ωB97M-V/def2-TZVPD) results for a 2-piece molecular cluster, H4O2 overall at a distorted geometry.

Geometry as ORCA input:
```
! wB97M-V def2-TZVPD RIJCOSX def2/J DEFGRID3
* xyz 0 1
H 0.796 -1.148 0.877
H -0.155 -1.651 -0.110
H 0.333 0.916 -1.466
H 0.363 0.941 0.141
O -0.138 -1.216 0.776
O -0.029 1.333 -0.706
*
```

As for the LUMO energy: 0.55 eV. The SMILES is O.O. Its frontier orbital gap is 11.7 eV. The energy relative to the best compared isomer or geometry (same formula, charge and spin) is 9.34 kcal/mol.

(3)
DFT (ωB97M-V/def2-TZVPD) results for C42H44P2Re as an isolated structure at a distorted geometry.

Geometry as ORCA input:
```
! wB97M-V def2-TZVPD RIJCOSX def2/J DEFGRID3
* xyz 2 4
Re 0.918 -0.647 -5.650
C -2.254 0.396 -1.880
C -2.992 0.622 -2.977
C -3.209 1.949 -3.650
C -1.968 2.903 -3.875
C -0.644 2.671 -3.238
C -0.283 2.510 -1.963
C -1.210 2.575 -0.789
C -2.209 1.378 -0.737
C 2.774 -1.088 -4.816
H -1.813 -0.612 -1.690
H -3.403 -0.231 -3.538
H -4.006 2.538 -3.163
H -3.619 1.703 -4.650
H -1.778 2.861 -4.965
H -2.282 3.938 -3.632
H 0.170 2.552 -3.980
H 0.760 2.284 -1.693
H -1.769 3.527 -0.752
H -0.589 2.577 0.123
H -1.975 0.817 0.181
H -3.210 1.839 -0.658
H 2.728 -1.936 -4.106
H 3.120 -0.157 -4.325
H 3.413 -1.301 -5.708
P -0.715 -1.993 -6.110
P 1.287 1.044 -6.949
C -1.163 -0.108 -6.145
C -0.504 0.948 -6.806
C -0.733 -2.686 -7.785
C -1.431 -2.145 -8.873
C -1.281 -2.724 -10.134
C -0.432 -3.827 -10.293
C 0.309 -4.328 -9.216
C 0.143 -3.764 -7.960
C -1.903 -2.969 -5.130
C -1.738 -3.048 -3.734
C -2.297 -4.101 -3.016
C -3.121 -5.032 -3.660
C -3.427 -4.856 -5.013
C -2.855 -3.818 -5.746
C 1.921 1.062 -8.664
C 1.963 -0.186 -9.297
C 2.663 -0.338 -10.492
C 3.288 0.761 -11.094
C 3.173 2.022 -10.498
C 2.469 2.190 -9.302
C 1.781 2.675 -6.266
C 2.991 2.626 -5.570
C 3.437 3.734 -4.861
C 2.693 4.921 -4.881
C 1.496 4.980 -5.603
C 1.026 3.858 -6.293
H -2.073 0.043 -5.549
H -0.995 1.893 -7.078
H -2.082 -1.285 -8.727
H -1.824 -2.326 -10.992
H -0.343 -4.302 -11.265
H 1.002 -5.160 -9.350
H 0.701 -4.135 -7.095
H -1.126 -2.290 -3.232
H -2.056 -4.218 -1.956
H -3.511 -5.885 -3.102
H -4.092 -5.574 -5.499
H -3.119 -3.687 -6.797
H 1.418 -1.023 -8.830
H 2.695 -1.316 -10.970
H 3.822 0.641 -12.041
H 3.612 2.894 -10.980
H 2.303 3.182 -8.873
H 3.579 1.701 -5.604
H 4.387 3.679 -4.327
H 3.070 5.804 -4.359
H 0.938 5.917 -5.645
H 0.110 3.914 -6.880
C 1.105 -1.000 -1.869
C 0.856 -0.751 -0.519
C -0.047 -1.578 0.247
C -0.271 -1.330 1.594
C 0.349 -0.243 2.241
C 1.199 0.608 1.505
C 1.449 0.367 0.161
H 0.759 -1.955 -2.293
H 1.688 -0.284 -2.464
H -0.514 -2.426 -0.268
H -0.905 -2.011 2.168
H 0.217 -0.092 3.309
H 1.699 1.435 2.009
H 2.147 0.996 -0.407
*
```

As for the LUMO energy (spin up / spin down): -8.35 / -8.35 eV. Its frontier orbital gap (spin up / spin down) is 4.3 / 4.3 eV. The energy relative to the best compared isomer or geometry (same formula, charge and spin) is 54.43 kcal/mol.

(4)
DFT (ωB97M-V/def2-TZVPD) results for one molecule with the formula C2H3F2IO at a distorted geometry.

Geometry as ORCA input:
```
! wB97M-V def2-TZVPD RIJCOSX def2/J DEFGRID3
* xyz 0 1
C -0.412 -0.215 -0.629
C 0.818 1.104 -0.109
O 0.127 -1.317 -0.056
F 1.985 0.397 -0.342
F 0.688 1.206 1.180
I -2.421 0.220 0.096
H -0.581 -0.291 -1.699
H 0.643 2.045 -0.693
H 0.305 -1.100 0.898
*
```

As for the LUMO energy: 0.44 eV. The SMILES is O[C@@H](I)C(F)F. Its frontier orbital gap is 10.0 eV. The energy relative to the best compared isomer or geometry (same formula, charge and spin) is 39.86 kcal/mol.

(5)
DFT (ωB97M-V/def2-TZVPD) results for a 3-piece molecular cluster, C6H20N2O2 overall at a distorted geometry.

Geometry as ORCA input:
```
! wB97M-V def2-TZVPD RIJCOSX def2/J DEFGRID3
* xyz 0 1
C 1.510 0.451 0.076
C 0.231 1.060 0.753
C 0.599 1.587 2.154
N -0.557 2.305 2.687
C 1.897 -0.931 0.593
N 1.693 -2.068 -0.347
C 0.286 -2.248 -0.791
C 0.254 -1.936 -2.314
H 1.322 0.408 -1.013
H 2.305 1.240 0.225
H -0.602 0.341 0.789
H -0.172 1.908 0.192
H 0.741 0.641 2.802
H 1.583 2.055 2.066
H -1.394 1.783 2.505
H -0.593 3.246 2.334
H 1.297 -1.283 1.445
H 2.936 -1.062 0.918
H 2.368 -1.994 -1.099
H -0.345 -1.529 -0.249
H 0.063 -3.312 -0.555
H 0.686 -0.942 -2.420
H -0.762 -1.944 -2.711
H 0.885 -2.709 -2.786
H -2.334 1.001 -2.994
H -1.624 1.175 -1.697
O -1.684 0.559 -2.437
H -3.777 1.463 0.723
H -3.050 0.155 0.823
O -3.760 0.583 0.329
*
```

As for the LUMO energy: 0.40 eV. The SMILES is CCNCCCCN.O.O. Its frontier orbital gap is 8.8 eV. The energy relative to the best compared isomer or geometry (same formula, charge and spin) is 40.87 kcal/mol.

(6)
DFT (ωB97M-V/def2-TZVPD) results for C3H2FO2Tm as an isolated structure at a distorted geometry.

Geometry as ORCA input:
```
! wB97M-V def2-TZVPD RIJCOSX def2/J DEFGRID3
* xyz 2 3
C 0.396 -0.136 0.287
C -2.173 -0.057 0.481
O -0.350 0.718 0.831
O -0.282 -1.137 -0.286
C -1.616 -1.273 0.126
H -2.814 0.078 1.354
F -2.574 0.783 -0.545
H -1.781 -2.138 0.770
Tm 2.889 0.143 -0.249
*
```

As for the LUMO energy (spin up / spin down): -10.07 / -10.04 eV. Its frontier orbital gap (spin up / spin down) is 8.1 / 8.4 eV. The energy relative to the best compared isomer or geometry (same formula, charge and spin) is 20.25 kcal/mol.

(7)
DFT (ωB97M-V/def2-TZVPD) results for C28H36N4O2P2Sr as an isolated structure at a distorted geometry.

Geometry as ORCA input:
```
! wB97M-V def2-TZVPD RIJCOSX def2/J DEFGRID3
* xyz 0 1
Sr -0.101 -0.548 0.127
C 8.933 0.254 0.264
C 8.106 1.053 0.954
C 7.908 2.530 0.793
C 8.352 3.143 -0.550
C 7.642 2.542 -1.731
C 7.977 1.452 -2.436
C 9.169 0.557 -2.246
C 9.856 0.610 -0.868
C -1.932 -0.399 -1.791
H 9.022 -0.803 0.551
H 7.553 0.636 1.803
H 8.408 3.087 1.604
H 6.831 2.725 0.920
H 8.043 4.201 -0.519
H 9.445 3.134 -0.633
H 6.776 3.140 -2.045
H 7.389 1.189 -3.321
H 9.936 0.744 -3.018
H 8.825 -0.474 -2.422
H 10.632 -0.173 -0.885
H 10.375 1.567 -0.737
H -2.007 -1.468 -1.486
H -1.355 -0.103 -2.685
H -2.559 0.338 -1.256
P 1.033 1.627 -1.310
P 1.913 0.638 1.623
N 1.649 1.136 -2.897
N 0.216 3.097 -1.870
N 3.182 -0.485 1.449
N 1.489 0.622 3.262
C 2.593 2.314 -0.505
C 2.490 2.262 1.056
C 1.673 -0.216 -3.296
C 2.355 -0.303 -4.491
C 2.782 1.017 -4.851
C 2.330 1.875 -3.864
C -1.049 3.058 -2.502
C -1.617 4.313 -2.435
C -0.713 5.162 -1.712
C 0.371 4.387 -1.351
C 3.048 -1.841 1.027
C 4.310 -2.381 1.003
C 5.247 -1.354 1.354
C 4.534 -0.205 1.598
C 2.378 0.732 4.324
C 1.659 0.989 5.467
C 0.261 1.045 5.105
C 0.170 0.830 3.753
H 2.798 3.355 -0.813
H 3.429 1.683 -0.865
H 3.442 2.454 1.576
H 1.695 2.952 1.427
H 1.170 -0.974 -2.697
H 2.554 -1.212 -5.062
H 3.363 1.295 -5.728
H 2.440 2.950 -3.732
H -1.429 2.120 -2.897
H -2.578 4.618 -2.855
H -0.847 6.219 -1.485
H 1.255 4.622 -0.766
H 2.061 -2.279 0.835
H 4.579 -3.415 0.785
H 6.325 -1.442 1.439
H 4.812 0.815 1.861
H 3.438 0.608 4.113
H 2.081 1.137 6.458
H -0.561 1.240 5.799
H -0.691 0.762 3.087
O -2.945 -2.561 2.818
C -2.343 -1.808 2.071
O -1.086 -1.932 1.703
H -2.824 -0.858 1.575
*
```

As for the LUMO energy (spin up / spin down): -0.58 / -0.58 eV. Its frontier orbital gap (spin up / spin down) is 5.7 / 5.7 eV.

(8)
DFT (ωB97M-V/def2-TZVPD) results for one molecule with the formula C7H6N2 at a distorted geometry.

Geometry as ORCA input:
```
! wB97M-V def2-TZVPD RIJCOSX def2/J DEFGRID3
* xyz 0 1
C 2.649 1.281 -0.049
C 2.870 -0.177 -0.102
C -0.279 -1.522 -0.103
C -1.583 -1.206 -0.177
C -2.648 -0.403 -0.134
C -4.039 0.192 -0.218
C -5.204 0.396 0.142
H 3.520 2.073 -0.615
H 2.718 1.560 1.109
H 1.479 1.336 -0.449
H 3.850 -0.534 -0.469
H 0.154 -2.529 0.328
H -5.999 1.229 0.473
N 1.838 -1.117 0.186
N 0.673 -0.579 0.079
*
```

As for the LUMO energy: -1.26 eV. The SMILES is C#CC#C/C=N/N=C\C. Its frontier orbital gap is 6.9 eV. The energy relative to the best compared isomer or geometry (same formula, charge and spin) is 223.50 kcal/mol.

(9)
DFT (ωB97M-V/def2-TZVPD) results for C29H45FP2V as an isolated structure at a distorted geometry.

Geometry as ORCA input:
```
! wB97M-V def2-TZVPD RIJCOSX def2/J DEFGRID3
* xyz 1 3
V -0.458 2.471 -0.250
C 1.348 3.446 -0.111
C 1.043 3.090 -1.474
C -0.669 4.463 -0.684
C 0.308 4.315 0.365
C -0.208 3.715 -1.828
C 2.553 3.095 0.679
H 3.125 2.269 0.239
H 2.306 2.793 1.709
H 3.240 3.957 0.757
C 0.282 5.013 1.674
H 1.139 4.739 2.311
H -0.613 4.781 2.276
H 0.298 6.107 1.518
C -1.960 5.169 -0.509
H -1.813 6.265 -0.481
H -2.458 4.882 0.435
H -2.660 4.941 -1.324
C -1.012 3.453 -3.034
H -1.112 4.344 -3.669
H -2.034 3.150 -2.763
H -0.569 2.665 -3.649
C 1.834 2.158 -2.303
H 1.907 2.525 -3.337
H 1.362 1.162 -2.347
H 2.848 2.035 -1.901
C 1.677 -1.304 2.381
C 2.793 -0.809 1.816
C 2.943 -0.647 0.321
C 2.601 -1.983 -0.405
C 1.530 -2.040 -1.393
C 0.129 -1.808 -1.070
C -0.106 -1.151 0.379
C 0.428 -1.815 1.666
H 3.996 -0.418 0.099
H 2.347 -2.724 0.406
H 2.348 0.202 -0.066
H 0.548 -2.929 1.553
H 1.601 -1.400 3.472
H 3.546 -0.283 2.423
H -0.397 -1.755 2.417
H 0.214 -0.082 0.361
H -0.253 -1.058 -1.801
H -1.212 -1.138 0.496
H 3.537 -2.353 -0.859
H 1.767 -2.338 -2.435
P 1.020 -4.294 0.057
C 1.208 -5.342 1.538
C 1.986 -5.239 -1.167
P -1.126 -3.080 -1.536
C -0.736 -4.497 -0.427
C -0.745 -3.819 -3.149
C -2.898 -2.828 -1.479
H 0.310 -5.276 2.170
H 2.085 -4.993 2.105
H 1.368 -6.377 1.201
H 1.779 -6.308 -1.013
H 3.052 -5.052 -0.974
H 1.768 -4.958 -2.205
H -3.395 -3.816 -1.448
H -3.212 -2.301 -2.393
H -3.195 -2.236 -0.598
H -1.395 -4.482 0.460
H -0.853 -5.459 -0.968
H -1.414 -3.345 -3.884
H -0.969 -4.902 -3.112
H 0.304 -3.668 -3.445
F -4.758 2.263 4.321
C -3.788 2.143 3.359
C -4.185 1.911 2.043
C -3.190 1.854 1.053
C -1.850 2.009 1.407
C -1.471 2.247 2.727
C -2.453 2.299 3.740
H -5.235 1.789 1.787
H -3.474 1.711 0.000
H -0.416 2.405 2.987
H -2.187 2.469 4.781
*
```

As for the LUMO energy (spin up / spin down): -2.73 / -3.54 eV. Its frontier orbital gap (spin up / spin down) is 6.2 / 4.9 eV. The energy relative to the best compared isomer or geometry (same formula, charge and spin) is 98.24 kcal/mol.

(10)
DFT (ωB97M-V/def2-TZVPD) results for C23H19F5IrN4O5S2Te as an isolated structure.

Geometry as ORCA input:
```
! wB97M-V def2-TZVPD RIJCOSX def2/J DEFGRID3
* xyz 1 1
Ir -0.417 0.205 0.115
O -4.752 1.686 6.742
C -4.716 0.702 5.825
O -5.599 -0.098 5.740
C -3.529 0.675 4.902
C -3.717 0.189 3.615
C -2.652 0.111 2.739
C -1.378 0.481 3.150
C -1.181 0.956 4.442
C -2.255 1.062 5.307
N -0.302 0.302 2.219
C 0.903 0.151 2.625
C 1.934 -0.227 1.665
C 3.247 -0.475 2.014
C 4.123 -0.928 1.037
C 3.655 -1.123 -0.251
C 2.327 -0.843 -0.539
N 1.494 -0.403 0.400
H -4.073 2.351 6.578
H -4.705 -0.130 3.312
H -2.806 -0.249 1.733
H -0.212 1.279 4.796
H -2.082 1.425 6.312
H 1.164 0.178 3.676
H 3.571 -0.315 3.033
H 5.157 -1.129 1.281
H 4.305 -1.481 -1.035
H 1.917 -0.951 -1.534
O -0.225 1.233 -4.290
C -0.703 0.039 -4.695
C -0.896 -0.115 -6.068
C -1.377 -1.299 -6.578
C -1.683 -2.367 -5.731
C -1.500 -2.223 -4.378
C -1.007 -1.028 -3.833
C -0.834 -0.923 -2.380
O -0.311 0.178 -1.877
N -1.164 -1.919 -1.620
N -0.924 -1.691 -0.271
C -1.118 -2.730 0.470
S -0.903 -2.757 2.199
C -0.871 -4.569 2.303
C -1.868 -5.091 1.292
S -1.591 -4.229 -0.280
H -0.168 1.242 -3.322
H -0.660 0.725 -6.708
H -1.521 -1.398 -7.645
H -2.063 -3.295 -6.135
H -1.738 -3.033 -3.701
H -1.153 -4.829 3.323
H 0.138 -4.923 2.101
H -2.893 -4.918 1.620
H -1.729 -6.155 1.106
F -1.592 4.569 -0.065
Te -2.094 2.809 -0.051
F -2.237 3.045 -1.871
F -0.161 2.317 -0.055
F -1.835 2.897 1.782
F -3.850 3.214 0.259
O -2.281 1.008 -0.176
*
```

As for the LUMO energy: -4.75 eV. Its frontier orbital gap is 5.9 eV. The energy relative to the best compared isomer or geometry (same formula, charge and spin) is 2.03 kcal/mol.